{"formula": "C30H52B2KN3P2", "method": "wB97M-V/def2-TZVPD", "e_above_lowest_ev": 0.0000, "charge": -2, "fmax_ha_per_bohr": 0.0075, "homo_energy_ev": -0.548, "orbital_gap_ev": 4.70, "symbols": ["K", "C", "C", "C", "C", "C", "H", "H", "H", "H", "H", "C", "C", "C", "C", "P", "C", "N", "B", "N", "C", "P", "C", "C", "C", "C", "C", "C", "C", "C", "C", "C", "C", "C", "C", "C", "C", "C", "C", "C", "H", "H", "H", "H", "H", "H", "H", "H", "H", "H", "H", "H", "H", "H", "H", "H", "H", "H", "H", "H", "H", "H", "H", "H", "H", "H", "H", "H", "H", "H", "H", "H", "H", "H", "H", "H", "H", "H", "H", "H", "H", "H", "H", "H", "B", "C", "N", "H", "H", "H"], "xyz": [[0.0234, -0.8151, -0.3017], [-1.8671, -3.0035, -1.2740], [-2.1684, -2.0471, -2.2612], [-1.0160, -1.8562, -3.0450], [-0.0052, -2.6946, -2.5412], [-0.5300, -3.4020, -1.4481], [-2.5506, -3.3725, -0.5195], [-3.1292, -1.5702, -2.4126], [-0.9283, -1.1925, -3.8972], [1.0112, -2.7655, -2.9065], [0.0193, -4.0988, -0.8277], [-3.3737, 1.4335, -3.8950], [-3.5472, 2.1884, -2.5736], [-4.2134, 3.5442, -2.8357], [-4.5068, 1.3584, -1.7049], [-1.9158, 2.1227, -1.6087], [-2.3297, 3.3521, -0.2757], [-1.6134, 3.1066, 0.9523], [-0.7495, 1.9475, 1.3103], [-0.4245, 2.3215, 2.7142], [0.3921, 1.5985, 3.6639], [0.6869, -0.1679, 3.1636], [2.2856, -0.4604, 4.1069], [3.3595, 0.1323, 3.1756], [2.5397, -1.9674, 4.2106], [2.4331, 0.1828, 5.4854], [-0.7255, -1.0476, 4.0602], [-2.0178, -0.3147, 3.6672], [-0.6604, -1.1124, 5.5855], [-0.8142, -2.4701, 3.4967], [-0.9969, 3.5142, 3.0876], [-0.9468, 4.2335, 4.2717], [-1.6682, 5.4309, 4.3646], [-2.4177, 5.8946, 3.2968], [-2.4710, 5.1795, 2.0933], [-1.7556, 3.9973, 1.9886], [-0.5715, 3.0486, -2.5712], [0.0907, 2.0441, -3.5217], [0.4859, 3.4683, -1.5408], [-0.9806, 4.2935, -3.3584], [-4.3589, 1.2617, -4.3474], [-2.8984, 0.4598, -3.7337], [-2.7753, 1.9957, -4.6134], [-5.2146, 3.3828, -3.2574], [-3.6579, 4.1553, -3.5434], [-4.3390, 4.1231, -1.9157], [-5.4648, 1.2492, -2.2288], [-4.7051, 1.8373, -0.7425], [-4.0959, 0.3655, -1.5102], [-3.4113, 3.2828, -0.1004], [-2.1494, 4.3792, -0.6255], [-0.0684, 1.6379, 4.6603], [1.3743, 2.0777, 3.7675], [3.3384, -0.3585, 2.2034], [4.3494, -0.0233, 3.6228], [3.2248, 1.2083, 3.0234], [2.4233, -2.4624, 3.2477], [1.8797, -2.4496, 4.9367], [3.5715, -2.1382, 4.5375], [2.3089, 1.2710, 5.4434], [3.4423, -0.0158, 5.8684], [1.7226, -0.2075, 6.2107], [-2.0666, 0.6916, 4.0921], [-2.8750, -0.8877, 4.0430], [-2.1089, -0.2074, 2.5847], [-0.5455, -0.1206, 6.0328], [0.1575, -1.7446, 5.9362], [-1.5960, -1.5400, 5.9696], [-0.9690, -2.4563, 2.4151], [-1.6701, -2.9883, 3.9479], [0.0809, -3.0627, 3.6905], [-0.3588, 3.8759, 5.1082], [-1.6371, 6.0005, 5.2866], [-2.9695, 6.8234, 3.3900], [-3.0576, 5.5442, 1.2585], [0.4641, 1.1739, -2.9789], [0.9411, 2.5203, -4.0260], [-0.5904, 1.6723, -4.2877], [0.8033, 2.6251, -0.9255], [0.1136, 4.2354, -0.8570], [1.3541, 3.8766, -2.0743], [-1.6177, 4.0538, -4.2100], [-0.0796, 4.7825, -3.7512], [-1.5017, 5.0209, -2.7295], [4.1094, -4.0215, 0.9202], [3.1572, -2.8144, 0.4874], [2.4864, -1.9126, 0.2126], [4.1466, -4.8437, 0.0252], [5.2183, -3.5550, 1.1346], [3.6477, -4.5085, 1.9404]], "forces_ev_per_angstrom": [[-0.10, 0.34, 0.14], [-0.14, -0.06, 0.11], [-0.16, 0.08, -0.03], [-0.01, 0.11, -0.14], [0.17, -0.09, -0.14], [0.06, -0.26, 0.04], [-0.02, -0.01, 0.02], [0.00, 0.02, 0.03], [0.01, 0.02, -0.01], [-0.01, 0.00, -0.01], [-0.02, -0.01, -0.02], [0.02, -0.05, 0.02], [-0.09, 0.09, -0.01], [0.02, 0.03, 0.07], [0.00, -0.05, 0.04], [0.10, -0.16, -0.02], [-0.05, 0.01, -0.07], [0.03, -0.06, -0.02], [-0.03, 0.03, 0.02], [-0.02, -0.05, -0.05], [0.03, 0.07, -0.05], [-0.10, -0.08, -0.19], [0.08, -0.02, 0.03], [0.04, -0.03, 0.08], [0.08, 0.04, 0.08], [0.04, 0.17, 0.06], [-0.05, 0.06, 0.08], [-0.01, 0.02, 0.03], [-0.01, 0.03, 0.07], [-0.04, -0.08, -0.05], [-0.12, 0.10, -0.01], [0.01, -0.07, -0.08], [0.01, 0.01, 0.03], [-0.02, 0.03, 0.00], [0.05, -0.07, -0.03], [0.04, 0.10, 0.17], [-0.01, 0.07, -0.03], [0.04, -0.03, -0.02], [0.02, 0.04, 0.03], [-0.05, 0.02, 0.04], [0.05, 0.00, 0.01], [-0.02, 0.09, -0.01], [0.03, 0.04, -0.01], [0.03, -0.01, 0.01], [0.06, 0.02, -0.03], [0.01, -0.05, -0.05], [0.04, -0.02, 0.03], [-0.01, -0.05, -0.04], [-0.03, 0.02, -0.01], [0.04, 0.03, 0.02], [0.01, -0.01, -0.02], [0.00, -0.01, 0.01], [-0.04, -0.01, -0.04], [0.01, -0.01, -0.05], [-0.04, 0.01, -0.03], [-0.01, -0.07, 0.01], [0.00, -0.03, -0.10], [0.03, 0.04, -0.04], [-0.02, -0.01, -0.01], [0.04, -0.15, 0.03], [-0.02, 0.01, -0.01], [-0.02, -0.04, 0.03], [-0.01, -0.06, 0.00], [0.01, 0.02, -0.02], [0.01, -0.02, 0.01], [-0.02, -0.04, -0.03], [-0.03, 0.03, -0.01], [0.03, 0.01, -0.01], [0.02, 0.01, 0.03], [0.03, 0.01, -0.01], [-0.01, 0.04, 0.01], [0.00, 0.02, 0.02], [0.00, 0.00, 0.00], [0.00, 0.00, 0.00], [-0.01, 0.01, 0.01], [-0.02, 0.01, 0.00], [-0.04, -0.01, 0.02], [-0.04, 0.02, -0.01], [0.01, 0.01, 0.00], [0.01, -0.02, -0.04], [-0.02, -0.02, 0.03], [-0.04, -0.04, -0.02], [-0.03, -0.02, 0.02], [0.00, -0.03, -0.02], [-0.06, 0.12, 0.03], [0.10, 0.01, 0.06], [0.13, -0.10, 0.02], [0.01, -0.02, -0.02], [0.01, -0.03, 0.00], [0.01, -0.02, 0.01]], "mulliken_charge": [0.98, -0.97, -0.24, -0.32, -1.03, -0.49, 0.39, 0.55, 0.43, 0.36, 0.45, -1.84, 1.72, -1.73, -1.83, 0.98, -1.96, 0.14, 0.23, 0.18, -1.85, 0.69, 1.92, -1.70, -2.04, -1.81, 2.08, -1.84, -1.92, -1.69, 0.30, -0.57, -0.79, -0.80, -0.40, 0.31, 1.95, -1.55, -1.81, -1.93, 0.50, 0.15, 0.31, 0.55, 0.26, 0.23, 0.52, 0.36, 0.28, 0.79, 0.47, 0.31, 0.79, 0.22, 0.52, 0.31, 0.29, 0.23, 0.53, 0.28, 0.55, 0.25, 0.24, 0.61, 0.19, 0.28, 0.31, 0.51, 0.30, 0.47, 0.31, 0.42, 0.34, 0.34, 0.42, 0.18, 0.49, 0.29, 0.13, 0.31, 0.60, 0.30, 0.51, 0.30, 0.19, -0.15, -0.57, -0.18, -0.20, -0.19]}